Formula: C4H6OS
Source: the OMol25 dataset
Level of theory: the ωB97M-V functional and the def2-TZVPD basis

XYZ file:
```
12
Properties=species:S:1:pos:R:3:lowdin_charge:R:1
C 1.93 -0.12 -0.07 0.07
C 0.89 -0.98 0.04 -0.23
C -0.51 -0.64 -0.03 -0.76
S -1.66 -1.76 -0.04 0.82
C -0.82 0.88 0.04 -0.31
O -2.16 1.17 -0.08 -0.08
H 1.66 0.92 -0.15 0.05
H 2.95 -0.48 -0.07 0.06
H 1.02 -2.07 0.06 0.09
H -0.25 1.35 -0.78 0.12
H -0.36 1.31 0.96 0.13
H -2.69 0.41 0.13 0.01
```

HOMO-LUMO gap (eV): 8.30
Lowest unoccupied orbital energy (eV): -0.9
SMILES: C=CC(=S)CO
Molar mass (g/mol): 102.16
Energy relative to the best compared isomer or geometry (same formula, charge and spin) (kJ/mol): 157.3

***

Formula: C4H6OS
Source: the OMol25 dataset
Level of theory: the ωB97M-V functional and the def2-TZVPD basis

XYZ file:
```
12
Properties=species:S:1:pos:R:3:lowdin_charge:R:1
C 1.65 0.22 -0.09 -0.09
C 0.29 0.49 0.29 -0.28
C -0.75 0.71 -0.62 -0.44
S -2.46 0.56 -0.09 0.81
C -1.44 -0.98 0.48 -0.54
O -1.22 -1.98 -0.17 -0.02
H 2.34 0.85 0.49 0.09
H 1.82 0.43 -1.15 0.09
H 1.83 -0.88 -0.12 0.11
H -0.03 0.73 1.25 0.08
H -0.75 0.67 -1.80 0.12
H -1.27 -0.81 1.53 0.08
```

HOMO-LUMO gap (eV): 9.45
Lowest unoccupied orbital energy (eV): 0.6
SMILES: C/C=C/SC=O
Molar mass (g/mol): 102.16
Energy relative to the best compared isomer or geometry (same formula, charge and spin) (kJ/mol): 298.9

***

Formula: C4H6OS
Source: the OMol25 dataset
Level of theory: the ωB97M-V functional and the def2-TZVPD basis

XYZ file:
```
12
Properties=species:S:1:pos:R:3:lowdin_charge:R:1
C -1.24 -1.03 -0.12 -0.26
C 0.02 -1.39 0.14 -0.36
S 1.46 -0.29 0.02 0.86
C 0.64 1.26 -0.22 -0.50
C -0.75 1.20 0.37 -0.21
O -1.68 0.23 -0.22 -0.09
H -2.04 -1.73 -0.17 0.11
H 0.27 -2.42 0.19 0.04
H 1.27 2.06 0.13 0.07
H 0.62 1.50 -1.31 0.09
H -0.77 0.96 1.41 0.12
H -1.32 2.13 0.23 0.13
```

HOMO-LUMO gap (eV): 8.80
Lowest unoccupied orbital energy (eV): 0.9
SMILES: C1=CSCCO1
Molar mass (g/mol): 102.16
Energy relative to the best compared isomer or geometry (same formula, charge and spin) (kJ/mol): 132.9

***

Formula: C4H6OS
Source: the OMol25 dataset
Level of theory: the ωB97M-V functional and the def2-TZVPD basis

XYZ file:
```
12
Properties=species:S:1:pos:R:3:lowdin_charge:R:1
C 1.09 1.65 -0.31 -0.05
C 1.05 0.09 -0.05 -0.48
O 1.94 -0.67 -0.08 0.13
C -0.33 -0.48 0.15 -0.77
C -0.47 -1.50 1.09 -0.15
S -1.59 0.37 -0.49 0.78
H 2.10 1.94 -0.10 0.06
H 0.45 2.21 0.40 0.08
H 0.91 1.82 -1.35 0.07
H -1.51 -2.07 0.98 0.14
H 0.38 -2.14 1.15 0.08
H -0.54 -0.92 2.05 0.12
```

HOMO-LUMO gap (eV): 7.92
Lowest unoccupied orbital energy (eV): -0.9
SMILES: CC(=O)C(C)=S
Molar mass (g/mol): 102.16
Energy relative to the best compared isomer or geometry (same formula, charge and spin) (kJ/mol): 148.3

***

Formula: C4H6OS
Source: the OMol25 dataset
Level of theory: the ωB97M-V functional and the def2-TZVPD basis

XYZ file:
```
12
Properties=species:S:1:pos:R:3:lowdin_charge:R:1
C 1.42 0.04 -2.03 -0.49
S 1.87 0.33 -0.34 0.80
C 0.17 0.10 0.37 -0.41
C -0.26 -0.11 1.59 -0.11
C -1.82 -0.08 1.68 -0.26
O -2.32 0.01 2.75 0.05
H 2.39 0.23 -2.64 0.07
H 0.60 0.69 -2.33 0.02
H 0.85 -0.96 -2.05 0.06
H -0.69 -0.13 -0.31 0.08
H 0.22 -0.06 2.50 0.08
H -2.44 -0.08 0.81 0.10
```

HOMO-LUMO gap (eV): 9.56
Lowest unoccupied orbital energy (eV): 0.7
SMILES: CS/C=C/C=O
Molar mass (g/mol): 102.16
Energy relative to the best compared isomer or geometry (same formula, charge and spin) (kJ/mol): 211.8

***

Formula: C4H6OS
Source: the OMol25 dataset
Level of theory: the ωB97M-V functional and the def2-TZVPD basis

XYZ file:
```
12
Properties=species:S:1:pos:R:3:lowdin_charge:R:1
C 0.58 1.75 0.53 -0.18
C 0.08 0.43 0.31 -0.56
C 0.06 -0.07 -0.95 -0.16
O -0.43 -1.33 -1.06 -0.13
C -0.78 -1.92 0.01 -0.60
S -0.86 -0.76 1.42 0.88
H 1.37 2.04 1.32 0.10
H 1.22 2.12 -0.45 0.12
H -0.20 2.67 0.49 0.12
H 0.75 0.35 -1.84 0.18
H -1.81 -2.48 0.00 0.11
H 0.01 -2.79 0.23 0.12
```

HOMO-LUMO gap (eV): 8.56
Lowest unoccupied orbital energy (eV): 0.8
SMILES: CC1=COCS1
Molar mass (g/mol): 102.16
Energy relative to the best compared isomer or geometry (same formula, charge and spin) (kJ/mol): 312.0

***

Formula: C4H6OS
Source: the OMol25 dataset
Level of theory: the ωB97M-V functional and the def2-TZVPD basis

XYZ file:
```
12
Properties=species:S:1:pos:R:3:lowdin_charge:R:1
C 0.53 1.17 0.94 -0.11
C 1.07 0.32 -0.18 -0.18
C 1.83 -0.71 0.00 -0.21
O 2.53 -1.63 0.15 0.17
H 0.54 2.21 0.65 0.07
H 1.11 1.03 1.84 0.08
H -0.51 0.89 1.16 -0.01
H 0.80 0.59 -1.19 0.11
C -1.94 -0.99 -0.96 -0.56
S -2.37 -0.71 0.57 0.64
H -1.08 -1.59 -1.22 0.00
H -2.54 -0.59 -1.77 0.00
```

HOMO-LUMO gap (eV): 8.44
Lowest unoccupied orbital energy (eV): -0.5
SMILES: CC=C=O.C=S
Molar mass (g/mol): 102.16
Energy relative to the best compared isomer or geometry (same formula, charge and spin) (kJ/mol): 228.8

***

Formula: C4H6OS2
Source: the OMol25 dataset
Level of theory: the ωB97M-V functional and the def2-TZVPD basis

XYZ file:
```
13
Properties=species:S:1:pos:R:3:lowdin_charge:R:1
O -0.70 0.06 -2.11 0.01
C -0.47 0.33 -0.77 -0.42
C -0.83 -0.73 0.28 -0.11
C 0.56 -0.52 0.91 -0.75
S 0.62 0.34 2.38 0.81
C 1.00 0.21 -0.34 -0.72
S 2.40 0.54 -1.13 0.73
H -0.18 0.67 -2.58 0.06
H -0.83 1.33 -0.48 0.16
H -0.91 -1.73 -0.16 0.12
H -1.69 -0.50 0.90 0.11
H 1.07 -1.47 1.09 0.11
H -0.04 1.47 2.01 -0.10
```

HOMO-LUMO gap (eV): 8.28
Lowest unoccupied orbital energy (eV): -0.6
SMILES: O[C@H]1C[C@H](S)C1=S
Molar mass (g/mol): 134.22
Energy relative to the best compared isomer or geometry (same formula, charge and spin) (kJ/mol): 173.5